No. 1
C33H53N2O2P2Re | the ωB97M-V functional and the def2-TZVPD basis

Calculated values
* highest occupied orbital energy (spin up / spin down): -17.3 / -17.2 eV
* LUMO level (spin up / spin down): -8.923 / -11.846 eV
* total charge: +3
* 2S+1: 4
* M: 757.954 g mol⁻¹
* expectation value of S²: 3.774
* ΔE to the lowest compared entry with this formula, charge and spin: 0.0 kJ/mol

CARTESIAN COORDINATES (ANGSTROEM)
1 C -0.569 -1.825 -2.499
2 C -0.151 -3.003 -0.511
3 C -0.828 -3.012 -3.177
4 C -0.342 -4.215 -1.156
5 C -0.684 -4.220 -2.509
6 H -1.076 -2.955 -4.236
7 H -0.191 -5.133 -0.589
8 H -0.791 -5.168 -3.033
9 N -0.360 -1.831 -1.160
10 P 0.602 0.672 -2.168
11 P -0.583 -1.464 1.795
12 C -0.431 -0.503 -3.196
13 H 0.025 -0.664 -4.183
14 H -1.426 -0.059 -3.367
15 C 0.423 -2.830 0.863
16 H 0.425 -3.767 1.423
17 C 0.288 -1.489 3.531
18 C -2.319 -2.182 2.067
19 C 2.375 0.230 -2.797
20 C 0.098 2.344 -2.952
21 C 1.276 -0.312 3.600
22 H 0.750 0.649 3.695
23 H 1.892 -0.440 4.504
24 H 1.954 -0.273 2.740
25 C -0.725 -1.293 4.664
26 H -1.314 -0.380 4.521
27 H -1.400 -2.145 4.797
28 H -0.160 -1.180 5.603
29 C 1.086 -2.784 3.783
30 H 1.497 -2.728 4.805
31 H 0.486 -3.699 3.734
32 H 1.932 -2.879 3.093
33 C -3.161 -1.055 2.721
34 H -2.775 -0.052 2.479
35 H -4.182 -1.102 2.320
36 H -3.229 -1.161 3.809
37 C -3.013 -2.540 0.734
38 H -3.127 -1.665 0.082
39 H -2.494 -3.345 0.195
40 H -4.022 -2.900 0.994
41 C -2.241 -3.475 2.909
42 H -1.224 -3.810 3.140
43 H -2.796 -3.365 3.850
44 H -2.713 -4.300 2.354
45 C 1.027 3.430 -2.377
46 H 0.475 4.379 -2.325
47 H 1.356 3.197 -1.352
48 H 1.912 3.607 -3.001
49 C -1.351 2.650 -2.543
50 H -2.056 1.906 -2.932
51 H -1.481 2.721 -1.459
52 H -1.616 3.626 -2.975
53 C 0.116 2.347 -4.497
54 H -0.608 3.098 -4.846
55 H 1.084 2.645 -4.913
56 H -0.191 1.390 -4.936
57 C 2.748 -1.225 -2.441
58 H 3.533 -1.567 -3.135
59 H 3.149 -1.286 -1.422
60 H 1.904 -1.921 -2.526
61 C 3.357 1.154 -2.068
62 H 3.215 1.085 -0.980
63 H 4.380 0.824 -2.295
64 H 3.265 2.198 -2.379
65 C 2.491 0.369 -4.320
66 H 1.759 -0.245 -4.859
67 H 2.417 1.405 -4.654
68 H 3.485 0.015 -4.629
69 Re 0.035 -0.022 -0.031
70 C -1.796 0.539 -0.115
71 O -2.927 0.882 -0.169
72 N 1.874 -0.936 0.454
73 C 1.826 -2.192 0.728
74 C 3.039 -3.051 0.846
75 C 4.256 -2.423 1.149
76 C 2.993 -4.447 0.674
77 C 5.406 -3.188 1.359
78 H 4.268 -1.334 1.237
79 C 4.151 -5.206 0.859
80 H 2.053 -4.930 0.398
81 C 5.353 -4.582 1.213
82 H 6.336 -2.690 1.634
83 H 4.107 -6.289 0.727
84 H 6.251 -5.181 1.367
85 C -1.085 3.639 1.967
86 C 0.073 3.250 1.070
87 O 0.432 1.814 1.176
88 H -1.965 3.007 1.786
89 H -1.364 4.671 1.720
90 H -0.808 3.616 3.028
91 H -0.172 3.424 0.019
92 H 0.999 3.783 1.314
93 H 0.535 1.606 2.127

***

No. 2
C38H114N9O13P3S10 | the ωB97M-V functional and the def2-TZVPD basis

Calculated values
* highest occupied orbital energy: -7.9 eV
* LUMO level: 0.076 eV
* M: 1318.972 g mol⁻¹
* ΔE to the lowest compared entry with this formula, charge and spin: 222.1 kJ/mol

CARTESIAN COORDINATES (ANGSTROEM)
1 O -1.352 -1.437 0.395
2 P -0.431 -0.789 -0.577
3 N 0.673 0.239 0.252
4 C 1.234 -0.386 1.458
5 C 1.556 1.196 -0.454
6 N -1.030 0.250 -1.746
7 C -1.736 1.433 -1.142
8 C -1.774 -0.261 -2.837
9 N 0.624 -1.762 -1.419
10 C 0.634 -3.228 -1.141
11 C 1.536 -1.377 -2.482
12 H 1.635 0.311 2.195
13 H 1.908 -1.225 1.258
14 H 0.417 -0.832 2.030
15 H 2.052 1.829 0.280
16 H 1.004 1.728 -1.225
17 H 2.328 0.624 -0.975
18 H -1.074 2.296 -1.140
19 H -2.675 1.608 -1.663
20 H -2.107 1.217 -0.136
21 H -2.693 -0.688 -2.412
22 H -2.087 0.548 -3.500
23 H -1.172 -0.994 -3.377
24 H 0.272 -3.739 -2.039
25 H 1.609 -3.696 -0.985
26 H 0.007 -3.478 -0.288
27 H 2.518 -1.372 -2.010
28 H 1.309 -0.432 -2.973
29 H 1.401 -2.077 -3.313
30 O -0.465 -1.582 5.268
31 P -0.695 -3.048 5.060
32 N -1.516 -3.433 3.615
33 C -0.780 -3.638 2.327
34 C -2.913 -2.932 3.562
35 N -1.676 -3.782 6.232
36 C -2.188 -3.005 7.358
37 C -2.121 -5.200 6.179
38 N 0.682 -4.031 4.880
39 C 0.682 -5.465 4.735
40 C 1.905 -3.299 4.483
41 H -0.092 -2.798 2.302
42 H -1.598 -3.684 1.616
43 H -0.249 -4.590 2.365
44 H -3.501 -3.238 4.430
45 H -3.371 -3.328 2.658
46 H -2.914 -1.842 3.639
47 H -2.015 -3.639 8.228
48 H -1.683 -2.042 7.408
49 H -3.250 -2.767 7.243
50 H -3.138 -5.175 6.570
51 H -2.315 -5.363 5.117
52 H -1.410 -5.882 6.635
53 H -0.159 -5.748 4.087
54 H 1.405 -5.824 3.996
55 H 0.628 -5.986 5.688
56 H 1.985 -3.535 3.418
57 H 2.809 -3.561 5.034
58 H 1.702 -2.244 4.662
59 O 4.029 3.918 -0.061
60 P 5.081 4.775 0.557
61 N 4.564 6.031 1.557
62 C 5.434 7.076 2.131
63 C 3.486 5.714 2.506
64 N 6.047 5.575 -0.599
65 C 6.967 4.878 -1.472
66 C 5.460 6.804 -1.158
67 N 6.200 3.924 1.547
68 C 5.806 2.680 2.214
69 C 7.438 4.534 1.975
70 H 6.266 7.253 1.455
71 H 5.730 6.738 3.127
72 H 4.848 7.971 2.349
73 H 3.812 5.533 3.536
74 H 3.004 4.744 2.363
75 H 2.798 6.547 2.375
76 H 6.336 4.482 -2.275
77 H 7.779 5.525 -1.799
78 H 7.416 4.008 -0.992
79 H 6.031 7.348 -1.906
80 H 4.508 6.557 -1.652
81 H 5.024 7.450 -0.395
82 H 6.256 2.620 3.205
83 H 4.721 2.652 2.315
84 H 6.094 1.803 1.629
85 H 8.187 3.759 2.145
86 H 7.329 5.176 2.853
87 H 7.888 5.193 1.229
88 C -3.641 1.317 4.738
89 S -1.935 1.948 5.018
90 O -1.901 3.486 4.951
91 C -0.983 1.289 3.558
92 H -3.695 0.405 4.154
93 H -4.034 2.141 4.130
94 H -4.127 1.505 5.692
95 H -1.024 0.205 3.443
96 H 0.061 1.508 3.766
97 H -1.522 1.772 2.744
98 C -6.490 -0.423 -2.028
99 S -5.234 0.612 -1.171
100 O -5.919 1.851 -0.635
101 C -5.123 -0.486 0.279
102 H -6.247 -1.484 -1.983
103 H -6.488 -0.073 -3.060
104 H -7.532 -0.285 -1.738
105 H -6.058 -0.988 0.510
106 H -4.659 0.147 1.034
107 H -4.366 -1.238 0.037
108 C 0.303 6.513 -3.767
109 S -0.184 5.932 -2.109
110 O -0.898 4.662 -2.455
111 C 1.455 5.345 -1.531
112 H 1.309 6.935 -3.690
113 H -0.359 7.274 -4.177
114 H 0.400 5.695 -4.480
115 H 1.288 4.624 -0.735
116 H 2.011 6.257 -1.324
117 H 1.877 4.751 -2.343
118 C -2.123 3.101 -6.230
119 S -3.373 2.077 -7.109
120 O -4.459 1.867 -6.098
121 C -3.913 3.423 -8.219
122 H -1.344 3.493 -6.893
123 H -1.632 2.513 -5.456
124 H -2.429 4.057 -5.801
125 H -4.120 4.421 -7.843
126 H -4.672 2.974 -8.861
127 H -3.106 3.506 -8.956
128 C -6.427 -0.668 -6.646
129 S -5.998 -1.748 -5.270
130 O -6.209 -3.122 -5.783
131 C -4.103 -1.571 -5.370
132 H -7.497 -0.902 -6.688
133 H -6.086 -1.008 -7.625
134 H -6.330 0.411 -6.548
135 H -3.708 -0.741 -4.789
136 H -3.845 -1.680 -6.423
137 H -3.654 -2.476 -4.954
138 C -2.521 -5.530 -1.556
139 S -3.102 -4.014 -2.405
140 O -2.425 -3.726 -3.756
141 C -4.565 -4.839 -2.987
142 H -2.777 -6.454 -2.074
143 H -3.121 -5.596 -0.642
144 H -1.502 -5.569 -1.171
145 H -4.383 -5.580 -3.759
146 H -5.386 -4.154 -3.205
147 H -5.041 -5.295 -2.111
148 C 2.830 -4.871 -7.034
149 S 3.680 -5.830 -5.778
150 O 5.153 -5.641 -5.988
151 C 3.451 -4.690 -4.395
152 H 3.505 -4.010 -7.050
153 H 1.765 -4.676 -6.937
154 H 2.973 -5.320 -8.018
155 H 3.659 -3.646 -4.631
156 H 3.925 -4.920 -3.440
157 H 2.434 -4.652 -3.979
158 C 3.678 0.668 4.463
159 S 3.362 1.210 6.192
160 O 3.611 2.692 6.089
161 C 1.588 1.061 6.344
162 H 3.338 -0.318 4.148
163 H 4.725 0.844 4.222
164 H 3.167 1.438 3.877
165 H 1.082 0.165 5.983
166 H 1.174 1.849 5.708
167 H 1.442 1.395 7.369
168 C -4.942 4.989 0.342
169 S -3.130 5.358 0.302
170 O -2.888 6.773 0.740
171 C -2.674 4.147 1.539
172 H -5.521 5.553 -0.384
173 H -5.394 5.096 1.330
174 H -4.975 3.910 0.179
175 H -2.692 4.511 2.566
176 H -1.631 3.876 1.339
177 H -3.132 3.183 1.315
178 C 3.061 -6.205 0.794
179 S 1.599 -7.386 0.692
180 O 1.083 -7.127 -0.699
181 C 2.700 -8.771 0.265
182 H 2.822 -5.168 0.577
183 H 3.865 -6.645 0.213
184 H 3.320 -6.275 1.855
185 H 3.286 -8.886 1.182
186 H 3.283 -8.492 -0.605
187 H 2.105 -9.671 0.124

***

No. 3
C22H31N3O3S | the ωB97M-V functional and the def2-TZVPD basis

Calculated values
* highest occupied orbital energy: -8.0 eV
* LUMO level: 0.653 eV
* M: 417.575 g mol⁻¹
* ΔE to the lowest compared entry with this formula, charge and spin: 228.5 kJ/mol

CARTESIAN COORDINATES (ANGSTROEM)
1 C -8.629 -1.240 -0.355
2 C -7.205 -0.843 -0.117
3 C -6.177 -1.753 -0.350
4 C -4.860 -1.409 -0.133
5 C -4.540 -0.131 0.328
6 C -5.563 0.786 0.564
7 C -6.878 0.427 0.342
8 H -7.664 1.145 0.528
9 H -5.319 1.776 0.920
10 C -3.158 0.221 0.553
11 N -2.125 -0.552 0.368
12 C -1.034 0.202 0.705
13 C -1.463 1.446 1.086
14 O -2.815 1.452 0.993
15 C -0.750 2.672 1.518
16 H -0.150 3.058 0.693
17 H -0.090 2.457 2.357
18 H -1.474 3.426 1.814
19 C 0.329 -0.347 0.587
20 H 0.479 -1.199 1.250
21 H 1.096 0.403 0.760
22 S 0.521 -1.044 -1.127
23 O 1.938 -1.430 -1.240
24 C 0.400 0.578 -2.016
25 C 1.350 1.637 -1.491
26 O 0.957 2.740 -1.151
27 N 2.636 1.254 -1.488
28 C 3.689 2.096 -0.974
29 H 3.284 3.101 -0.839
30 C 4.219 1.556 0.365
31 N 4.449 0.132 0.271
32 C 5.671 -0.228 -0.421
33 C 5.624 -1.702 -0.814
34 C 5.445 -2.564 0.429
35 C 4.184 -2.109 1.154
36 H 3.334 -2.269 0.490
37 H 4.032 -2.688 2.067
38 C 4.233 -0.616 1.499
39 C 5.233 -0.312 2.626
40 H 6.243 -0.603 2.355
41 H 4.950 -0.858 3.522
42 H 5.232 0.752 2.857
43 H 3.238 -0.328 1.865
44 H 6.318 -2.472 1.078
45 H 5.349 -3.614 0.148
46 H 4.770 -1.858 -1.475
47 H 6.537 -1.970 -1.348
48 H 5.749 0.383 -1.322
49 H 6.570 -0.030 0.190
50 H 3.460 1.731 1.132
51 H 5.121 2.126 0.644
52 H 4.492 2.136 -1.715
53 H 2.847 0.256 -1.513
54 H 0.632 0.351 -3.057
55 H -0.630 0.917 -1.934
56 H -4.059 -2.109 -0.311
57 H -6.420 -2.744 -0.707
58 H -8.759 -1.595 -1.376
59 H -9.302 -0.404 -0.187
60 H -8.910 -2.052 0.315

***

No. 4
C5H7NO | the ωB97M-V functional and the def2-TZVPD basis

Calculated values
* highest occupied orbital energy: -7.7 eV
* LUMO level: 0.837 eV
* M: 97.117 g mol⁻¹
* ΔE to the lowest compared entry with this formula, charge and spin: 121.7 kJ/mol

CARTESIAN COORDINATES (ANGSTROEM)
1 C 2.528 -0.346 0.335
2 C 1.226 -0.072 0.389
3 C 0.045 -0.933 0.269
4 C -0.986 -0.154 -0.090
5 N -2.256 -0.464 -0.525
6 C -0.488 1.269 -0.168
7 O 0.786 1.237 0.441
8 H 2.886 -1.363 0.239
9 H 3.243 0.469 0.330
10 H 0.059 -2.012 0.366
11 H -2.562 -1.413 -0.365
12 H -2.976 0.216 -0.329
13 H -0.381 1.560 -1.224
14 H -1.124 2.007 0.333

***

No. 5
C20H26N4O3S | the ωB97M-V functional and the def2-TZVPD basis

Calculated values
* highest occupied orbital energy: -8.6 eV
* LUMO level: 0.445 eV
* M: 402.520 g mol⁻¹
* ΔE to the lowest compared entry with this formula, charge and spin: 218.4 kJ/mol

CARTESIAN COORDINATES (ANGSTROEM)
1 C 7.258 2.058 -1.003
2 O 6.342 1.021 -1.293
3 C 5.356 0.850 -0.312
4 C 4.299 -0.096 -0.919
5 N 3.174 -0.264 -0.038
6 C 2.989 -1.363 0.709
7 O 3.663 -2.371 0.638
8 C 1.769 -1.259 1.639
9 N 0.526 -1.297 0.902
10 C -0.111 -0.196 0.441
11 S 0.525 1.327 0.688
12 N -1.294 -0.361 -0.191
13 C -1.955 -1.656 -0.301
14 C -3.455 -1.513 -0.303
15 C -4.124 -1.256 0.888
16 C -5.495 -1.082 0.898
17 C -6.214 -1.174 -0.283
18 C -5.557 -1.451 -1.469
19 C -4.183 -1.619 -1.479
20 C -1.886 0.734 -0.935
21 C -3.073 1.358 -0.253
22 C -4.220 1.687 -0.964
23 C -5.293 2.246 -0.292
24 C -5.177 2.452 1.074
25 N -4.084 2.161 1.758
26 C -3.061 1.638 1.111
27 O 5.870 0.424 0.913
28 C 6.539 -0.831 0.899
29 H 6.747 3.027 -0.973
30 H 7.757 1.889 -0.045
31 H 7.990 2.050 -1.808
32 H 4.882 1.819 -0.069
33 H 3.974 0.333 -1.869
34 H 4.746 -1.075 -1.098
35 H 2.582 0.545 0.143
36 H 1.810 -0.323 2.201
37 H 1.789 -2.106 2.327
38 H 0.315 -2.190 0.484
39 H -1.628 -2.164 -1.220
40 H -1.676 -2.266 0.563
41 H -3.565 -1.181 1.809
42 H -6.002 -0.872 1.827
43 H -7.284 -1.035 -0.276
44 H -6.115 -1.534 -2.390
45 H -3.675 -1.836 -2.408
46 H -1.109 1.498 -1.058
47 H -2.177 0.367 -1.924
48 H -4.272 1.504 -2.028
49 H -6.199 2.510 -0.815
50 H -5.991 2.873 1.650
51 H -2.185 1.431 1.711
52 H 7.138 -0.855 1.808
53 H 5.827 -1.660 0.910
54 H 7.191 -0.912 0.026

***

What did the fifth record say?
C20H26N4O3S | the ωB97M-V functional and the def2-TZVPD basis

Calculated values
* highest occupied orbital energy: -8.6 eV
* LUMO level: 0.445 eV
* M: 402.520 g mol⁻¹
* ΔE to the lowest compared entry with this formula, charge and spin: 218.4 kJ/mol

CARTESIAN COORDINATES (ANGSTROEM)
1 C 7.258 2.058 -1.003
2 O 6.342 1.021 -1.293
3 C 5.356 0.850 -0.312
4 C 4.299 -0.096 -0.919
5 N 3.174 -0.264 -0.038
6 C 2.989 -1.363 0.709
7 O 3.663 -2.371 0.638
8 C 1.769 -1.259 1.639
9 N 0.526 -1.297 0.902
10 C -0.111 -0.196 0.441
11 S 0.525 1.327 0.688
12 N -1.294 -0.361 -0.191
13 C -1.955 -1.656 -0.301
14 C -3.455 -1.513 -0.303
15 C -4.124 -1.256 0.888
16 C -5.495 -1.082 0.898
17 C -6.214 -1.174 -0.283
18 C -5.557 -1.451 -1.469
19 C -4.183 -1.619 -1.479
20 C -1.886 0.734 -0.935
21 C -3.073 1.358 -0.253
22 C -4.220 1.687 -0.964
23 C -5.293 2.246 -0.292
24 C -5.177 2.452 1.074
25 N -4.084 2.161 1.758
26 C -3.061 1.638 1.111
27 O 5.870 0.424 0.913
28 C 6.539 -0.831 0.899
29 H 6.747 3.027 -0.973
30 H 7.757 1.889 -0.045
31 H 7.990 2.050 -1.808
32 H 4.882 1.819 -0.069
33 H 3.974 0.333 -1.869
34 H 4.746 -1.075 -1.098
35 H 2.582 0.545 0.143
36 H 1.810 -0.323 2.201
37 H 1.789 -2.106 2.327
38 H 0.315 -2.190 0.484
39 H -1.628 -2.164 -1.220
40 H -1.676 -2.266 0.563
41 H -3.565 -1.181 1.809
42 H -6.002 -0.872 1.827
43 H -7.284 -1.035 -0.276
44 H -6.115 -1.534 -2.390
45 H -3.675 -1.836 -2.408
46 H -1.109 1.498 -1.058
47 H -2.177 0.367 -1.924
48 H -4.272 1.504 -2.028
49 H -6.199 2.510 -0.815
50 H -5.991 2.873 1.650
51 H -2.185 1.431 1.711
52 H 7.138 -0.855 1.808
53 H 5.827 -1.660 0.910
54 H 7.191 -0.912 0.026

***

What did the third record say?
C22H31N3O3S | the ωB97M-V functional and the def2-TZVPD basis

Calculated values
* highest occupied orbital energy: -8.0 eV
* LUMO level: 0.653 eV
* M: 417.575 g mol⁻¹
* ΔE to the lowest compared entry with this formula, charge and spin: 228.5 kJ/mol

CARTESIAN COORDINATES (ANGSTROEM)
1 C -8.629 -1.240 -0.355
2 C -7.205 -0.843 -0.117
3 C -6.177 -1.753 -0.350
4 C -4.860 -1.409 -0.133
5 C -4.540 -0.131 0.328
6 C -5.563 0.786 0.564
7 C -6.878 0.427 0.342
8 H -7.664 1.145 0.528
9 H -5.319 1.776 0.920
10 C -3.158 0.221 0.553
11 N -2.125 -0.552 0.368
12 C -1.034 0.202 0.705
13 C -1.463 1.446 1.086
14 O -2.815 1.452 0.993
15 C -0.750 2.672 1.518
16 H -0.150 3.058 0.693
17 H -0.090 2.457 2.357
18 H -1.474 3.426 1.814
19 C 0.329 -0.347 0.587
20 H 0.479 -1.199 1.250
21 H 1.096 0.403 0.760
22 S 0.521 -1.044 -1.127
23 O 1.938 -1.430 -1.240
24 C 0.400 0.578 -2.016
25 C 1.350 1.637 -1.491
26 O 0.957 2.740 -1.151
27 N 2.636 1.254 -1.488
28 C 3.689 2.096 -0.974
29 H 3.284 3.101 -0.839
30 C 4.219 1.556 0.365
31 N 4.449 0.132 0.271
32 C 5.671 -0.228 -0.421
33 C 5.624 -1.702 -0.814
34 C 5.445 -2.564 0.429
35 C 4.184 -2.109 1.154
36 H 3.334 -2.269 0.490
37 H 4.032 -2.688 2.067
38 C 4.233 -0.616 1.499
39 C 5.233 -0.312 2.626
40 H 6.243 -0.603 2.355
41 H 4.950 -0.858 3.522
42 H 5.232 0.752 2.857
43 H 3.238 -0.328 1.865
44 H 6.318 -2.472 1.078
45 H 5.349 -3.614 0.148
46 H 4.770 -1.858 -1.475
47 H 6.537 -1.970 -1.348
48 H 5.749 0.383 -1.322
49 H 6.570 -0.030 0.190
50 H 3.460 1.731 1.132
51 H 5.121 2.126 0.644
52 H 4.492 2.136 -1.715
53 H 2.847 0.256 -1.513
54 H 0.632 0.351 -3.057
55 H -0.630 0.917 -1.934
56 H -4.059 -2.109 -0.311
57 H -6.420 -2.744 -0.707
58 H -8.759 -1.595 -1.376
59 H -9.302 -0.404 -0.187
60 H -8.910 -2.052 0.315